Record 1
A cluster of 2 separate species, C15H28Cl2F2N3O8PS3 in total at a distorted geometry, computed with ωB97M-V with the def2-TZVPD basis set.

Results
LUMO level ... -0.70 eV
Total charge ... 0
Orbital gap ... 8.4 eV

Each line ends with the Löwdin charge.
Element x y z (Å)
C: -4.764 -2.165 3.976  -0.077
C: -4.467 -0.690 4.462  -0.277
O: -3.069 -0.323 4.454  -0.226
P: -2.660 0.666 3.189  0.626
O: -3.628 1.788 2.946  -0.308
C: -1.015 1.486 3.583  -0.184
C: 0.235 0.666 3.039  -0.224
C: 1.114 1.495 1.981  -0.064
C: 1.016 0.768 0.617  -0.163
N: 1.320 -0.555 0.412  -0.369
S: 1.873 -1.802 1.467  0.922
C: 1.109 -0.940 -0.929  -0.047
C: 0.616 0.229 -1.610  -0.140
C: 0.207 0.250 -3.112  -0.576
Cl: -0.061 -1.506 -3.582  0.636
C: 1.298 0.881 -4.068  -0.673
C: 2.743 0.283 -3.896  -0.136
Cl: 0.769 0.458 -5.790  0.544
N: 0.592 1.237 -0.622  0.069
C: 0.172 2.633 -0.830  -0.154
O: -0.882 2.748 -1.771  -0.176
C: -0.852 4.062 -2.379  -0.074
O: -2.515 -0.262 1.797  -0.252
C: -3.776 -0.292 1.074  -0.274
C: -3.827 -1.604 0.171  -0.064
H: -3.847 -2.785 3.788  0.087
H: -5.405 -2.126 3.049  0.066
H: -5.377 -2.706 4.756  0.079
H: -4.801 -0.626 5.540  0.126
H: -5.139 0.002 3.895  0.106
H: -1.002 2.550 3.209  0.099
H: -0.984 1.553 4.707  0.102
H: -0.136 -0.287 2.587  0.059
H: 0.842 0.367 3.942  0.117
H: 2.153 1.528 2.405  0.132
H: 0.722 2.540 1.920  0.102
H: 2.911 -1.252 2.180  -0.069
H: 1.320 -1.974 -1.267  0.123
H: -0.760 0.795 -3.252  0.104
H: 1.318 2.006 -4.049  0.099
H: 3.350 0.633 -4.783  0.088
H: 3.235 0.744 -2.995  0.077
H: 2.783 -0.835 -3.909  0.065
H: -0.168 3.057 0.156  0.142
H: 1.035 3.278 -1.184  0.158
H: -0.077 4.091 -3.194  0.099
H: -1.876 4.353 -2.744  0.109
H: -0.565 4.856 -1.626  0.100
H: -3.846 0.580 0.372  0.119
H: -4.679 -0.229 1.740  0.098
H: -4.446 -2.399 0.663  0.065
H: -4.363 -1.327 -0.784  0.082
H: -2.801 -1.997 -0.058  0.078
N: 5.322 -3.353 -1.575  -0.299
S: 5.332 -3.433 -3.155  0.490
O: 6.566 -3.115 -3.810  -0.281
O: 4.124 -3.047 -3.834  -0.304
F: 5.291 -5.017 -3.322  -0.191
S: 5.435 -1.878 -1.058  0.461
O: 5.752 -1.786 0.341  -0.314
O: 4.453 -0.926 -1.518  -0.329
F: 6.777 -1.343 -1.717  -0.185



Record 2
A structure of composition C15H21IrN6O3SSe, computed with ωB97M-V with the def2-TZVPD basis set.

Results
LUMO level ... -7.47 eV
Relative energy (zero: lowest compared OMol25 entry of this formula, charge and spin) ... 21.5 kcal/mol
Total charge ... +2
Orbital gap ... 7.7 eV

Each line ends with the Löwdin charge.
Element x y z (Å)
Ir: 0.189 0.472 0.099  1.367
N: -0.710 -1.304 -0.059  -0.046
C: -2.127 -1.382 0.407  -0.160
C: -3.003 -0.340 -0.266  -0.067
C: -2.654 1.058 0.227  -0.632
O: -3.356 1.673 0.982  0.080
O: -1.482 1.519 -0.216  -0.267
H: -0.672 -1.530 -1.056  0.119
H: -0.143 -1.984 0.457  0.101
H: -2.128 -1.264 1.490  0.121
H: -2.472 -2.391 0.176  0.144
H: -4.043 -0.537 -0.015  0.141
H: -2.887 -0.401 -1.350  0.131
Se: -0.992 2.046 2.887  1.351
N: -0.992 1.263 4.438  -0.180
C: -0.493 0.042 4.319  -0.347
C: -0.377 -0.912 5.372  0.045
C: 0.118 -2.130 5.046  -0.010
C: 0.475 -2.421 3.694  -0.069
N: 0.400 -1.581 2.691  0.099
C: -0.057 -0.339 3.010  -0.428
N: -0.183 0.631 2.095  -0.393
H: -0.685 -0.648 6.375  0.140
H: 0.232 -2.906 5.789  0.125
H: 0.830 -3.417 3.455  0.128
O: 0.361 0.257 -1.948  -0.705
S: 1.015 1.334 -2.886  1.076
C: 0.498 0.758 -4.528  -0.280
C: -0.239 1.923 -5.181  -0.208
C: -1.062 2.569 -4.072  -0.204
C: -0.096 2.770 -2.909  -0.298
H: -0.169 -0.077 -4.305  0.104
H: 1.371 0.397 -5.068  0.103
H: -0.851 1.557 -6.004  0.132
H: 0.472 2.640 -5.595  0.127
H: -1.882 1.916 -3.767  0.123
H: -1.492 3.521 -4.377  0.132
H: -0.573 2.835 -1.932  0.075
H: 0.559 3.632 -3.054  0.108
N: 2.845 -0.194 1.393  0.019
C: 3.952 -0.949 1.318  -0.036
C: 3.842 -1.726 0.187  -0.011
C: 2.617 -1.372 -0.378  -0.110
N: 2.015 -0.440 0.361  -0.177
H: 2.594 0.470 2.107  0.157
H: 4.733 -0.868 2.055  0.141
H: 4.554 -2.441 -0.184  0.120
H: 2.148 -1.728 -1.280  0.119



Record 3
A cluster of 3 separate species, C3H8O4S in total at a distorted geometry, computed with ωB97M-V with the def2-TZVPD basis set.

Results
LUMO level ... 6.12 eV
Relative energy (zero: lowest compared OMol25 entry of this formula, charge and spin) ... 2.9 kcal/mol
Total charge ... -2
Orbital gap ... 5.7 eV

Each line ends with the Löwdin charge.
Element x y z (Å)
O: -0.343 1.821 2.214  -0.074
C: 0.093 1.223 1.211  -0.692
O: 0.912 1.740 0.372  -0.115
C: -0.421 -0.189 0.940  -0.254
C: -0.634 -1.114 2.150  -0.794
S: -0.867 -2.872 1.693  -0.047
H: 0.254 -0.668 0.232  0.066
H: -1.355 -0.169 0.361  0.096
H: 0.246 -1.067 2.784  0.022
H: -1.493 -0.700 2.685  0.030
H: -1.163 -0.444 -3.315  0.026
H: 0.046 0.440 -3.244  -0.002
O: -0.655 0.166 -3.862  -0.098
H: 2.491 0.220 -1.537  0.006
H: 1.273 1.064 -0.926  -0.017
O: 1.615 0.549 -1.758  -0.155



Question: Number 3 is which compound?
Answer: C3H8O4S



Question: Among the records above, which one has the lowest LUMO level?
Answer: C15H21IrN6O3SSe



Question: Among the records above, which one has the lowest total charge?
Answer: C3H8O4S